(1)
C22H23BrN5O3S2Tl | ωB97M-V/def2-TZVPD

Values from the calculation:
LUMO energy (alpha / beta), eV: -9.6625 / -9.6617
Relative energy (zero: lowest compared OMol25 entry of this formula, charge and spin), kJ/mol: 99.4
HOMO-LUMO gap (alpha / beta), eV: 3.8 / 3.8
Net charge: +2

Geometry (Å):
1 Tl -0.58 -0.60 -0.33
2 O -2.76 -0.73 1.18
3 C -2.81 -0.28 2.53
4 C -3.06 1.22 2.64
5 C -1.97 2.02 1.91
6 C -0.61 1.74 2.49
7 C -0.17 2.39 3.64
8 C 1.07 2.08 4.15
9 C 1.85 1.12 3.51
10 C 1.34 0.51 2.38
11 N 0.14 0.82 1.90
12 H -3.66 -0.81 0.83
13 H -1.84 -0.53 2.95
14 H -3.58 -0.83 3.08
15 H -3.10 1.49 3.69
16 H -4.03 1.46 2.19
17 H -2.19 3.09 1.99
18 H -1.97 1.73 0.86
19 H -0.80 3.12 4.12
20 H 1.44 2.59 5.03
21 H 2.83 0.86 3.88
22 H 1.89 -0.26 1.86
23 N 0.40 -7.37 4.71
24 C 0.22 -6.62 3.61
25 C -0.52 -5.41 3.67
26 C -0.68 -4.63 2.55
27 C -0.12 -5.04 1.34
28 C 0.62 -6.22 1.26
29 C 0.77 -7.01 2.37
30 S -0.25 -4.00 -0.08
31 O -1.45 -3.22 -0.09
32 O 0.15 -4.69 -1.27
33 N 0.97 -2.94 0.35
34 C 2.16 -3.07 -0.11
35 S 2.57 -4.21 -1.54
36 C 4.16 -3.69 -1.39
37 C 4.32 -2.74 -0.36
38 N 3.23 -2.43 0.30
39 H 0.00 -7.10 5.60
40 H 0.91 -8.23 4.67
41 H -0.97 -5.13 4.61
42 H -1.26 -3.72 2.57
43 H 1.02 -6.53 0.30
44 H 1.30 -7.95 2.30
45 H 4.95 -4.06 -2.01
46 H 5.25 -2.28 -0.10
47 Br 0.84 1.38 -6.42
48 C 0.50 1.97 -4.65
49 C 0.53 3.31 -4.31
50 C 0.27 3.67 -3.00
51 C -0.01 2.67 -2.08
52 N -0.03 1.39 -2.42
53 C 0.21 1.03 -3.66
54 H 0.74 4.06 -5.06
55 H 0.28 4.71 -2.70
56 H -0.21 2.90 -1.04
57 H 0.17 -0.02 -3.89

***

(2)
C22H23F3N3O5S | ωB97M-V/def2-TZVPD

Values from the calculation:
LUMO energy, eV: 1.5589
Relative energy (zero: lowest compared OMol25 entry of this formula, charge and spin), kJ/mol: 0.0
HOMO-LUMO gap, eV: 5.3
Net charge: -1

Geometry (Å):
1 C 5.24 -0.21 2.27
2 O 4.18 0.68 2.63
3 C 3.18 0.03 3.28
4 N 2.13 0.97 3.46
5 N 1.07 0.47 4.00
6 C 0.03 1.32 4.21
7 C -1.09 0.68 4.97
8 C 0.06 2.66 3.80
9 C -1.18 3.36 3.44
10 O -2.22 3.24 4.12
11 N -1.24 4.12 2.28
12 C -2.48 4.76 1.91
13 C -0.21 4.19 1.26
14 O 3.22 -1.14 3.61
15 H 5.98 0.41 1.77
16 H 5.68 -0.68 3.16
17 H 4.88 -1.00 1.60
18 H -2.04 1.17 4.75
19 H -1.15 -0.39 4.72
20 H -0.92 0.75 6.05
21 H 0.99 3.03 3.39
22 H -3.24 4.55 2.66
23 H -2.33 5.85 1.83
24 H -2.81 4.40 0.93
25 H 0.60 3.47 1.45
26 H -0.64 3.97 0.28
27 H 0.22 5.21 1.21
28 F -0.44 1.02 11.35
29 C -0.47 0.32 10.17
30 F 0.07 -0.91 10.43
31 F -1.79 0.11 9.88
32 C 0.23 1.05 9.06
33 C 0.91 0.33 8.08
34 C 1.46 1.01 7.01
35 C 1.32 2.42 6.88
36 C 1.69 3.10 5.66
37 S 2.13 4.77 5.78
38 C 3.45 4.93 4.55
39 C 4.79 4.94 4.97
40 C 5.81 5.09 4.03
41 C 5.49 5.18 2.67
42 C 4.16 5.13 2.25
43 C 3.13 5.03 3.19
44 O 1.05 5.64 5.37
45 O 2.86 5.05 6.99
46 C 0.66 3.12 7.92
47 C 0.13 2.44 9.00
48 H 1.01 -0.76 8.15
49 H 1.99 0.45 6.24
50 H 2.26 2.57 4.89
51 H 5.03 4.86 6.03
52 H 6.84 5.14 4.37
53 H 6.29 5.29 1.93
54 H 3.90 5.18 1.19
55 H 2.08 5.07 2.90
56 H 0.52 4.20 7.87
57 H -0.37 3.00 9.80

***

(3)
C22H23F4LiN4O2 | ωB97M-V/def2-TZVPD

Values from the calculation:
LUMO energy, eV: 4.8653
HOMO-LUMO gap, eV: 5.4
Net charge: -2

Geometry (Å):
1 Li 0.74 0.31 -0.28
2 C 3.55 -0.92 0.16
3 N 2.56 -0.57 1.16
4 C 2.42 -1.61 2.15
5 C 2.81 0.73 1.73
6 C 1.72 1.23 2.66
7 N 0.42 1.07 2.04
8 C -0.59 1.77 2.49
9 C -1.88 1.58 1.87
10 F -1.95 0.70 0.86
11 C -3.01 2.23 2.26
12 F -4.17 1.96 1.60
13 C -3.05 3.15 3.31
14 C -1.84 3.35 3.93
15 F -1.78 4.23 4.97
16 C -0.67 2.72 3.57
17 F 0.44 3.03 4.31
18 H 4.56 -1.03 0.61
19 H 3.59 -0.14 -0.60
20 H 3.26 -1.85 -0.33
21 H 3.33 -1.72 2.78
22 H 2.22 -2.56 1.65
23 H 1.57 -1.38 2.80
24 H 2.88 1.43 0.88
25 H 3.78 0.78 2.27
26 H 2.00 2.27 2.86
27 H 1.77 0.71 3.63
28 H -3.96 3.65 3.61
29 C 1.30 4.23 -1.54
30 C 0.84 2.78 -1.60
31 O 1.46 1.99 -0.83
32 C -0.20 2.47 -2.47
33 C -0.77 1.15 -2.65
34 C -1.81 0.98 -3.73
35 N -0.40 0.16 -1.91
36 N -1.00 -1.07 -2.20
37 C -0.45 -1.99 -1.44
38 O 0.44 -1.85 -0.55
39 C -0.99 -3.39 -1.68
40 C -0.77 -4.36 -0.72
41 C -1.30 -5.65 -0.86
42 C -2.04 -5.98 -1.98
43 C -2.25 -5.01 -2.97
44 C -1.73 -3.73 -2.82
45 H 0.90 4.69 -0.62
46 H 0.96 4.82 -2.40
47 H 2.39 4.26 -1.48
48 H -0.60 3.27 -3.07
49 H -1.83 1.86 -4.38
50 H -2.79 0.83 -3.29
51 H -1.59 0.09 -4.32
52 H -0.19 -4.08 0.15
53 H -1.13 -6.39 -0.09
54 H -2.46 -6.97 -2.09
55 H -2.82 -5.26 -3.86
56 H -1.89 -2.96 -3.56